No. 1
Formula: C3HBrO5
Source: the Open Molecules 2025 dataset
Level of theory: ωB97M-V/def2-TZVPD

```
10
Properties=species:S:1:pos:R:3:forces:R:3:nbo_charge:R:1
C -0.727891 2.341264 -0.086800 1.51 0.39 -0.29 0.7055
C -0.365108 0.078106 1.475848 -0.84 1.34 -1.05 0.7267
C -0.685472 0.781314 0.060526 0.69 1.36 -0.49 0.3799
O -1.612165 3.079834 -0.522447 0.25 -0.69 0.51 -0.7109
O 0.379332 -0.879840 1.320475 1.69 -2.18 -1.21 -0.7765
O 0.505717 2.577496 0.194786 -1.80 0.10 0.11 -0.7398
O -0.791974 0.562590 2.494235 -0.86 0.97 1.19 -0.7028
O 0.045542 0.302217 -0.942048 -0.63 -2.16 2.33 -0.6739
Br -3.105391 -0.218258 -0.103736 0.29 0.02 -0.16 -0.7062
H 0.434600 -0.508597 -0.390157 -0.31 0.84 -0.92 0.4980
```
Forces are in eV/Å.

Output
* E_tot: -3065.1722 Eh
* charge: -2
* strongest force on any atom: 3.234 eV/A


No. 2
Formula: C3HCl2F
Source: the Open Molecules 2025 dataset
Level of theory: ωB97M-V/def2-TZVPD

```
7
Properties=species:S:1:pos:R:3:forces:R:3:nbo_charge:R:1
C 0.838422 0.027279 0.245947 0.04 -0.19 -0.15 0.2564
C -0.574784 -0.021818 -0.090213 -1.13 -0.02 -0.35 -0.1023
C -1.749011 -0.051933 -0.359401 1.48 0.04 0.33 -0.1294
H -2.776372 -0.073688 -0.597920 -0.36 -0.02 -0.08 0.2435
F 0.987801 0.026399 1.586099 0.10 0.02 0.18 -0.3070
Cl 1.585625 1.504666 -0.391867 -0.01 -0.06 0.01 0.0249
Cl 1.688320 -1.410905 -0.392643 -0.12 0.22 0.06 0.0139
```
Forces are in eV/Å.

Output
* E_tot: -1135.0850 Eh
* SMILES: C#CC(F)(Cl)Cl
* charge: 0
* strongest force on any atom: 1.518 eV/A


No. 3
Formula: C3HCl2N
Source: the Open Molecules 2025 dataset
Level of theory: ωB97M-V/def2-TZVPD

```
7
Properties=species:S:1:pos:R:3:forces:R:3:nbo_charge:R:1
C -0.323366 -0.146586 0.058860 -0.85 0.28 -0.39 -0.0282
C 0.702974 -0.982808 0.045900 -0.53 -2.54 -0.16 -0.3819
C 2.078126 -0.631184 0.024143 2.27 1.58 -0.28 0.2475
H 0.432753 -2.089603 -0.031859 0.57 1.67 0.26 0.2717
N 3.175603 -0.226816 -0.050561 -2.37 -1.13 0.26 -0.2664
Cl -0.231003 1.547130 -0.000208 0.35 0.25 0.17 0.0993
Cl -1.969490 -0.709437 -0.022594 0.56 -0.11 0.13 0.0580
```
Forces are in eV/Å.

Output
* E_tot: -1090.0185 Eh
* SMILES: N#CC=C(Cl)Cl
* charge: 0
* strongest force on any atom: 2.784 eV/A


No. 4
Formula: C3HCl2NS
Source: the Open Molecules 2025 dataset
Level of theory: ωB97M-V/def2-TZVPD

```
8
Properties=species:S:1:pos:R:3:forces:R:3:nbo_charge:R:1
C -0.091334 -0.502187 2.340898 0.30 3.02 -3.06 0.0696
C 1.738818 0.024173 0.074293 4.45 0.17 0.68 -0.3256
C 0.501225 0.660818 0.057498 -1.71 1.64 1.80 -0.0381
N 0.023725 -1.509778 2.858210 0.13 -2.20 1.41 -0.5043
S 3.201805 0.818079 0.311337 -2.03 -0.88 -0.38 0.2506
Cl 1.721310 -1.671061 -0.178321 -0.27 0.06 -0.15 0.1268
Cl 0.318510 2.371339 0.117505 0.10 -1.64 -0.02 0.1736
H -0.319035 0.088008 -0.285450 -0.98 -0.16 -0.28 0.2474
```
Forces are in eV/Å.

Output
* E_tot: -1488.0562 Eh
* charge: 0
* strongest force on any atom: 4.510 eV/A


No. 5
Formula: C3HCl3F2
Source: the Open Molecules 2025 dataset
Level of theory: ωB97M-V/def2-TZVPD

```
9
Properties=species:S:1:pos:R:3:forces:R:3:nbo_charge:R:1
C -0.963239 0.752082 0.695666 -0.44 2.62 0.35 0.1250
C -1.123076 -0.524098 0.538707 1.04 -2.51 -0.85 0.2916
C 1.463434 0.132315 -1.463609 2.04 -0.24 -0.10 -0.1372
F -1.658568 1.425318 1.651842 0.53 -0.62 -0.11 -0.3165
F -1.622518 -1.338775 1.444553 -0.86 0.13 0.26 -0.2891
Cl -0.443762 -1.474592 -0.782842 -1.12 0.23 0.80 0.0463
Cl 1.999960 0.314939 0.098201 -0.08 0.97 1.39 0.0369
Cl 2.640609 -0.702973 -2.335304 -0.47 -0.15 -1.50 0.0405
H -0.292841 1.415786 0.152785 -0.63 -0.44 -0.24 0.2025
```
Forces are in eV/Å.

Output
* 2S+1: 3
* E_tot: -1695.0029 Eh
* expectation value of S²: 2.01
* charge: 0
* strongest force on any atom: 2.849 eV/A


No. 6
Formula: C3HCl4N2O3
Source: the Open Molecules 2025 dataset
Level of theory: ωB97M-V/def2-TZVPD

```
13
Properties=species:S:1:pos:R:3:forces:R:3:nbo_charge:R:1
C -3.671936 -0.542937 -1.526759 -1.05 -0.48 0.15 1.0237
C 0.829863 1.048091 -0.094500 3.36 -2.57 -1.61 -0.4114
C 2.084998 0.500524 0.120619 -2.37 -1.01 -1.05 -0.0295
N -0.379092 -1.031596 1.913132 0.48 4.54 -0.72 0.4073
N -0.196491 0.073546 1.726260 -1.13 -2.47 1.70 -0.0851
O -3.273082 -0.646741 -0.467352 1.48 0.09 2.08 -0.4936
O -4.253596 -0.529075 -2.512903 -0.40 0.39 -2.17 -0.5315
O -0.592387 -2.160539 2.083356 -0.28 -2.62 0.28 -0.3781
Cl -0.061353 0.542566 -1.489824 -0.19 0.45 0.18 -0.0475
Cl 3.668362 1.193801 -1.323307 0.86 0.60 -0.65 -0.6392
Cl 2.228142 -1.197953 -0.341439 0.05 -0.44 0.07 -0.0436
Cl 2.869462 0.781319 1.603057 0.33 0.63 0.86 0.0254
H 0.747105 1.968998 0.309665 -1.14 2.91 0.88 0.2029
```
Forces are in eV/Å.

Output
* E_tot: -2290.8987 Eh
* charge: -1
* strongest force on any atom: 4.617 eV/A


No. 7
Formula: C3HClF2
Source: the Open Molecules 2025 dataset
Level of theory: ωB97M-V/def2-TZVPD

```
7
Properties=species:S:1:pos:R:3:forces:R:3:nbo_charge:R:1
C 0.101196 -0.260724 0.077625 -0.50 -0.89 0.07 -0.0403
C -0.431858 -1.330217 0.250521 0.51 0.50 -0.12 -0.1749
C -1.096499 -2.536378 0.453821 -1.40 0.07 0.36 0.3210
F -1.394191 -2.838224 1.724899 0.41 -0.10 -0.68 -0.2773
F -4.125512 -2.221384 -1.265206 0.85 -0.38 0.27 -0.4464
Cl -2.119433 -3.175629 -0.686016 -0.15 0.41 0.14 0.3748
H 0.502969 0.696865 -0.098277 0.28 0.39 -0.04 0.2431
```
Forces are in eV/Å.

Output
* E_tot: -774.6176 Eh
* charge: 0
* strongest force on any atom: 1.448 eV/A


No. 8
Formula: C3HClFO2
Source: the Open Molecules 2025 dataset
Level of theory: ωB97M-V/def2-TZVPD

```
8
Properties=species:S:1:pos:R:3:forces:R:3:nbo_charge:R:1
C -0.743077 -0.918407 -0.222207 0.50 -3.81 0.12 0.0588
C 0.411880 -0.479370 0.072440 3.14 1.89 0.93 -0.3447
C 0.472971 1.626762 0.057165 -2.50 -2.38 2.18 0.9714
O -0.321059 1.901694 0.925757 0.78 0.50 -0.53 -0.6754
O 1.142794 1.921500 -0.846390 1.70 1.23 -1.68 -0.6311
F -1.218226 -2.229894 -0.261347 0.31 -0.20 -0.01 -0.4020
Cl 1.763470 -1.520249 0.554249 -0.29 -0.06 -0.33 -0.1290
H -1.508753 -0.302034 -0.279666 -3.63 2.84 -0.69 0.1520
```
Forces are in eV/Å.

Output
* E_tot: -825.4602 Eh
* charge: -1
* strongest force on any atom: 4.658 eV/A


No. 9
Formula: C3HClN2
Source: the Open Molecules 2025 dataset
Level of theory: ωB97M-V/def2-TZVPD

```
7
Properties=species:S:1:pos:R:3:forces:R:3:nbo_charge:R:1
C 0.164394 -0.033145 0.198423 3.91 0.80 0.19 -0.4329
C -0.575645 1.163803 0.609262 0.89 -2.33 -2.18 0.2534
C 0.215899 -0.705479 -1.125301 -4.16 -7.42 -6.60 0.2374
H 1.294755 0.341031 0.325949 -2.20 -0.85 0.04 0.2986
N -0.913931 2.239677 0.648637 -1.12 2.37 0.66 -0.2245
N -0.072742 -1.654483 -1.937527 2.89 8.35 6.47 -0.2140
Cl -0.112730 -1.351404 1.280558 -0.22 -0.92 1.41 0.0820
```
Forces are in eV/Å.

Output
* E_tot: -684.5136 Eh
* SMILES: N#CC(Cl)C#N
* charge: 0
* strongest force on any atom: 10.953 eV/A


No. 10
Formula: C3HClN4O3
Source: the Open Molecules 2025 dataset
Level of theory: ωB97M-V/def2-TZVPD

```
12
Properties=species:S:1:pos:R:3:forces:R:3:nbo_charge:R:1
C -0.174363 0.250695 0.683390 0.09 -1.38 -3.78 -0.0297
C 0.122601 -0.119570 -0.742877 -2.97 0.78 1.98 0.2107
C 0.758345 0.198047 1.776291 0.32 0.67 0.46 0.5014
N -1.445580 0.527641 0.742805 -0.92 0.56 -1.24 -0.1419
N -0.995284 -0.011267 -1.424051 -0.69 0.66 0.84 -0.1833
N -1.920941 0.465026 -0.526844 3.39 -1.10 1.32 -0.1765
N 1.267185 -0.648156 -1.425956 1.54 -0.21 0.08 0.5030
O 1.930298 0.089161 1.635081 0.04 -0.22 0.29 -0.4514
O 1.722811 -1.714432 -1.037198 -0.60 0.76 -0.27 -0.3279
O 1.715900 0.055078 -2.308858 -0.14 -0.38 0.10 -0.3191
Cl -0.071030 0.461840 3.286966 0.30 -0.11 0.67 -0.0100
H -2.909942 0.445938 -0.658749 -0.35 -0.02 -0.46 0.4248
```
Forces are in eV/Å.

Output
* E_tot: -1019.7211 Eh
* SMILES: O=C(Cl)c1n[nH]nc1[N+](=O)[O-]
* charge: 0
* strongest force on any atom: 4.021 eV/A


No. 11
Formula: C3HCsLiO2
Source: the Open Molecules 2025 dataset
Level of theory: ωB97M-V/def2-TZVPD

```
8
Properties=species:S:1:pos:R:3:forces:R:3:nbo_charge:R:1
C 2.338628 -1.044630 0.751636 -3.72 -5.83 -1.56 0.5072
C -1.916739 -0.485413 -0.536530 1.12 2.28 -0.45 -0.6636
O 3.214699 -1.943368 0.685168 1.04 2.61 0.60 -0.7292
O 1.079982 -1.428095 0.537844 3.17 3.17 1.10 -0.7316
C -0.929692 0.257032 -0.261515 -2.24 -0.02 -0.08 -0.5252
Li -2.217019 1.938440 0.301404 0.49 -0.94 -0.23 0.4966
H -2.698396 -0.714326 -1.252821 0.25 -0.57 0.56 0.2034
Cs 1.128534 3.420363 -0.225186 -0.11 -0.71 0.07 0.4422
```
Forces are in eV/Å.

Output
* E_tot: -292.8731 Eh
* charge: -1
* strongest force on any atom: 7.088 eV/A


No. 12
Formula: C3HCuNaO3
Source: the Open Molecules 2025 dataset
Level of theory: ωB97M-V/def2-TZVPD

```
9
Properties=species:S:1:pos:R:3:forces:R:3:nbo_charge:R:1
O 0.301009 0.550741 0.221687 -1.69 0.95 -0.30 -0.7556
C -0.943574 0.215513 -0.091780 0.38 -0.19 0.00 0.9436
O -1.874266 0.883947 0.454922 -1.26 0.11 -0.18 -0.8515
O -1.188179 -0.717802 -0.907107 -0.84 -0.47 -0.32 -0.8492
Cu -3.491607 -0.300476 -0.639718 2.22 0.45 0.53 0.8657
Na 1.629817 2.191048 -0.567379 -0.12 -0.68 0.45 0.9626
C 2.388131 0.120799 0.549970 0.58 -0.90 -0.57 -0.2672
C 1.779424 -0.974838 0.389509 0.78 0.22 0.83 -0.2767
H 1.399242 -1.968930 0.589898 -0.04 0.51 -0.43 0.2284
```
Forces are in eV/Å.

Output
* 2S+1: 2
* E_tot: -2143.2305 Eh
* expectation value of S²: 0.75
* charge: 0
* strongest force on any atom: 2.323 eV/A